{
  "formula": "C19H20OSi",
  "method": "ωB97M-V/def2-TZVPD",
  "species": ["C", "Si", "C", "C", "O", "C", "C", "C", "C", "C", "C", "C", "C", "C", "C", "C", "C", "C", "C", "C", "C", "H", "H", "H", "H", "H", "H", "H", "H", "H", "H", "H", "H", "H", "H", "H", "H", "H", "H", "H", "H"],
  "coordinates": [[0.841, 1.339, -3.435], [1.248, -0.307, -2.618], [1.398, -1.604, -3.969], [2.787, -0.427, -1.543], [-0.092, -0.834, -1.795], [-0.655, 0.020, -0.915], [-0.412, -0.090, 0.474], [0.170, -1.114, 1.289], [0.876, -2.262, 0.959], [1.275, -3.163, 1.926], [0.997, -2.897, 3.251], [0.347, -1.746, 3.640], [-0.090, -0.841, 2.649], [-0.852, 0.403, 2.704], [-1.475, 1.169, 3.691], [-2.201, 2.296, 3.364], [-2.376, 2.646, 2.021], [-1.850, 1.909, 0.989], [-1.041, 0.813, 1.375], [-2.031, 2.241, -0.462], [-1.665, 1.061, -1.414], [1.735, 1.680, -3.958], [0.030, 1.358, -4.176], [0.592, 2.046, -2.655], [0.980, -1.253, -4.924], [0.795, -2.454, -3.666], [2.435, -1.911, -4.111], [2.888, -1.492, -1.362], [3.616, -0.036, -2.112], [2.667, 0.142, -0.620], [1.085, -2.476, -0.060], [1.851, -4.020, 1.618], [1.329, -3.636, 3.960], [0.171, -1.572, 4.693], [-1.359, 0.878, 4.723], [-2.615, 2.941, 4.115], [-2.956, 3.533, 1.800], [-3.061, 2.576, -0.698], [-1.392, 3.092, -0.735], [-1.382, 1.487, -2.386], [-2.609, 0.505, -1.627]],
  "max_force_ev_per_a": 4.298,
  "homo_lumo_gap_ev": 7.87,
  "smiles": "C[Si](C)(C)OC1=C2c3ccccc3-c3cccc(c32)CC1",
  "charge": 0,
  "multiplicity": 1,
  "e_homo_ev": -7.59
}

{
  "formula": "C19H21AgAsN3O3Se",
  "method": "ωB97M-V/def2-TZVPD",
  "species": ["Ag", "C", "O", "C", "C", "C", "C", "C", "C", "N", "N", "C", "O", "C", "C", "C", "C", "C", "C", "C", "O", "H", "H", "H", "H", "H", "H", "H", "H", "H", "H", "H", "H", "Se", "C", "N", "C", "As", "C", "C", "H", "H", "H", "H", "H", "H", "H", "H", "H"],
  "coordinates": [[0.582, -1.573, -0.346], [3.554, -2.363, 2.821], [3.358, -1.245, 3.659], [2.026, -0.826, 3.745], [1.523, -0.648, 5.014], [0.202, -0.250, 5.207], [-0.599, -0.055, 4.105], [-0.124, -0.190, 2.797], [-1.071, -0.039, 1.728], [-0.790, 0.063, 0.468], [-1.848, 0.287, -0.361], [-1.734, -0.143, -1.597], [-0.820, -0.853, -2.111], [-2.903, 0.228, -2.444], [-2.937, -0.163, -3.782], [-4.058, 0.069, -4.553], [-5.164, 0.699, -4.005], [-5.121, 1.131, -2.687], [-4.001, 0.905, -1.914], [1.255, -0.539, 2.569], [1.784, -0.592, 1.410], [4.633, -2.499, 2.737], [3.115, -2.205, 1.834], [3.108, -3.264, 3.261], [2.181, -0.827, 5.856], [-0.199, -0.144, 6.208], [-1.638, 0.226, 4.242], [-2.132, -0.004, 2.018], [-2.069, -0.662, -4.185], [-4.089, -0.247, -5.588], [-6.060, 0.848, -4.596], [-5.981, 1.640, -2.270], [-3.954, 1.232, -0.887], [0.003, -4.185, 0.342], [0.553, -5.177, -1.028], [0.916, -5.869, -1.882], [3.822, 1.974, -1.580], [2.128, 1.011, -1.059], [1.065, 1.926, -2.443], [1.689, 2.237, 0.401], [3.656, 3.047, -1.656], [4.180, 1.616, -2.545], [4.600, 1.793, -0.841], [1.196, 3.010, -2.394], [0.016, 1.683, -2.300], [1.353, 1.578, -3.435], [1.752, 3.285, 0.090], [2.363, 2.061, 1.238], [0.681, 2.010, 0.739]],
  "relative_energy_kcal_mol": 4.5,
  "max_force_ev_per_a": 1.415,
  "homo_lumo_gap_ev": 6.02,
  "charge": -2,
  "multiplicity": 1,
  "e_homo_ev": -1.27
}

{
  "formula": "C19H21AgCl2N5S2",
  "method": "ωB97M-V/def2-TZVPD",
  "species": ["Ag", "C", "C", "N", "N", "C", "N", "S", "C", "C", "C", "C", "C", "N", "H", "H", "H", "H", "H", "H", "H", "H", "H", "Cl", "C", "C", "C", "C", "C", "Cl", "C", "S", "H", "H", "H", "C", "C", "C", "C", "C", "N", "H", "H", "H", "H", "H", "H", "H", "H", "H"],
  "coordinates": [[0.139, -0.162, 0.061], [-0.848, 4.055, 1.268], [-0.923, 2.697, 0.626], [-0.806, 1.598, 1.285], [-0.671, 1.662, 2.624], [-0.633, 0.493, 3.230], [-0.633, 0.586, 4.602], [-0.603, -1.083, 2.572], [-1.239, 2.565, -0.807], [-1.119, 3.630, -1.701], [-1.478, 3.450, -3.025], [-1.964, 2.219, -3.431], [-2.024, 1.209, -2.482], [-1.670, 1.363, -1.218], [-0.547, 3.920, 2.303], [-0.126, 4.698, 0.762], [-1.826, 4.542, 1.236], [-0.436, 1.499, 4.981], [-0.282, -0.215, 5.093], [-0.724, 4.581, -1.367], [-1.368, 4.258, -3.738], [-2.257, 2.037, -4.456], [-2.369, 0.217, -2.760], [0.146, -2.669, -0.987], [0.409, -2.532, -2.698], [0.194, -3.678, -3.444], [0.360, -3.664, -4.818], [0.719, -2.473, -5.433], [0.925, -1.335, -4.679], [1.342, 0.115, -5.537], [0.810, -1.296, -3.263], [1.154, 0.135, -2.381], [-0.107, -4.583, -2.933], [0.215, -4.562, -5.404], [0.833, -2.423, -6.508], [2.035, -3.898, 1.729], [3.193, -2.892, 1.657], [4.248, -3.379, 0.657], [3.813, -2.716, 3.052], [2.709, -1.577, 1.218], [2.335, -0.558, 0.841], [2.369, -4.790, 2.263], [1.713, -4.186, 0.728], [1.180, -3.470, 2.248], [4.621, -4.356, 0.973], [5.086, -2.684, 0.601], [3.810, -3.479, -0.337], [4.131, -3.688, 3.433], [3.081, -2.296, 3.742], [4.681, -2.057, 3.015]],
  "relative_energy_kcal_mol": 20.8,
  "max_force_ev_per_a": 0.810,
  "homo_lumo_gap_ev": 6.66,
  "charge": -1,
  "multiplicity": 1,
  "e_homo_ev": -3.92
}

{
  "formula": "C19H21BMnNO",
  "method": "ωB97M-V/def2-TZVPD",
  "species": ["C", "C", "C", "H", "C", "C", "H", "H", "H", "H", "C", "C", "C", "H", "C", "C", "H", "H", "H", "H", "Mn", "O", "C", "C", "H", "H", "H", "H", "C", "C", "C", "H", "C", "H", "C", "H", "C", "H", "B", "C", "N", "H", "H", "H"],
  "coordinates": [[3.035, 0.448, 2.553], [2.976, -0.950, 2.102], [2.529, -0.921, 0.725], [3.353, -1.820, 2.621], [2.170, 0.397, 0.390], [2.418, 1.252, 1.515], [2.349, 2.337, 1.512], [3.584, 0.814, 3.423], [2.671, -1.736, 0.027], [1.943, 0.723, -0.608], [-1.467, -1.758, 0.935], [-1.462, -2.208, 2.294], [-1.439, -1.090, 3.141], [-1.453, -3.238, 2.637], [-1.175, 0.092, 2.323], [-1.252, -0.342, 0.935], [-1.428, 0.324, 0.105], [-1.785, -2.381, 0.107], [-1.590, -1.086, 4.227], [-1.173, 1.115, 2.700], [1.048, -0.223, 2.527], [-0.795, 0.383, -2.082], [-0.198, -0.718, -2.743], [-0.091, 0.739, -3.268], [0.638, -1.068, -2.099], [-0.813, -1.419, -3.276], [0.910, 1.209, -3.137], [0.111, 3.025, -4.893], [-0.863, 2.543, -4.948], [-1.042, 1.326, -4.231], [-2.377, 0.833, -4.131], [-2.601, 0.025, -3.432], [-3.426, 1.457, -4.756], [-4.435, 1.119, -4.494], [-3.208, 2.547, -5.610], [-4.066, 3.038, -6.080], [-1.922, 3.095, -5.663], [-1.771, 4.027, -6.222], [2.280, -2.165, 6.223], [1.369, -1.724, 5.119], [0.903, -1.263, 4.145], [1.835, -3.186, 6.709], [2.342, -1.239, 7.019], [3.369, -2.331, 5.657]],
  "max_force_ev_per_a": 2.493,
  "homo_lumo_gap_ev": [4.88, 4.93],
  "charge": 1,
  "multiplicity": 4,
  "e_homo_ev": [-11.25, -11.25]
}

Question: multiplicity of number 3 (C19H21AgCl2N5S2)?
Answer: 1